Run a
10
Properties=species:S:1:pos:R:3 method="wB97M-V/def2-TZVPD" homo_lumo_gap_ev=11.47 smiles=FC1(F)COC1 lumo_ev=1.01
C 0.75 0.03 -0.04
C -0.36 -0.37 -0.96
C -0.39 0.33 0.98
H -0.47 0.01 -1.95
H -0.29 -1.45 -1.03
H -0.37 -0.43 1.81
H -0.45 1.36 1.44
O -1.36 0.08 -0.08
F 1.27 1.28 -0.42
F 1.67 -0.85 0.26

=====

Run b
10
Properties=species:S:1:pos:R:3 method="wB97M-V/def2-TZVPD" homo_lumo_gap_ev=8.91 lumo_ev=-0.23
C 0.94 0.26 -0.76
C -1.31 -0.90 0.58
C 0.03 0.80 0.05
O 0.38 1.03 1.27
F -2.13 -0.74 -0.47
F -0.69 -2.11 0.57
H 1.76 -0.35 -0.42
H -0.97 1.25 -0.24
H 0.70 0.08 -1.90
H 1.30 0.68 1.33

=====

Relative energy table, unit hartree: run a 0.0000; run b 0.1073

=====

Run a
25
Properties=species:S:1:pos:R:3 method="wB97M-V/def2-TZVPD" homo_lumo_gap_ev=8.66 charge=-1 lumo_ev=3.60
O -0.14 0.78 0.48
C 0.53 0.64 -0.57
C 1.76 -0.23 -0.50
C 1.80 -0.70 0.96
O 2.43 0.31 1.73
N 1.53 -1.50 -1.25
C 0.15 -1.39 -1.84
O -0.20 -0.04 -1.65
H 0.68 1.63 -1.12
H 2.71 0.27 -0.82
H 0.94 -0.90 1.38
H 2.45 -1.61 1.19
H 1.94 1.17 1.80
H 2.23 -1.82 -1.76
H -0.41 -2.19 -1.41
H 0.16 -1.43 -2.98
H -2.79 -0.24 -0.84
H -2.92 -1.15 0.40
O -3.30 -0.98 -0.51
H -0.54 2.45 0.91
H -1.94 2.67 0.91
O -1.08 3.26 0.93
H -1.29 -0.27 0.79
H -1.75 -0.73 2.29
O -2.15 -0.48 1.49

=====

Run b
25
Properties=species:S:1:pos:R:3 method="wB97M-V/def2-TZVPD" homo_lumo_gap_ev=8.21 charge=-1 lumo_ev=2.99
O 2.43 -1.59 -0.42
C 1.62 -0.74 -0.69
O 1.89 0.24 -1.58
C 0.19 -0.70 -0.20
C -0.63 -1.68 -1.07
C -2.11 -1.59 -0.74
O -2.39 -2.14 0.54
N 0.09 -1.03 1.21
H 2.79 0.14 -1.91
H -0.18 0.31 -0.33
H -0.44 -1.45 -2.13
H -0.26 -2.69 -0.89
H -2.70 -2.17 -1.45
H -2.42 -0.54 -0.78
H -1.65 -1.84 1.11
H 0.76 -1.76 1.45
H -0.26 3.10 -0.22
H -0.30 2.68 -1.71
O -0.85 3.11 -1.04
H 0.82 2.13 1.79
H 1.70 2.70 0.49
O 0.92 2.99 0.98
H 0.29 -0.19 1.81
H -0.04 1.48 3.16
O 0.73 1.23 2.63

=====

Run c
25
Properties=species:S:1:pos:R:3 method="wB97M-V/def2-TZVPD" homo_lumo_gap_ev=8.76 charge=-1 lumo_ev=3.51
C -0.56 2.72 -2.26
N 0.38 1.97 -1.46
C -0.16 1.52 -0.17
C 0.87 1.79 0.93
O 0.91 0.86 2.00
C -0.43 -0.02 -0.19
O -1.26 -0.44 0.65
O 0.22 -0.71 -1.00
H -0.07 3.03 -3.19
H -0.75 3.67 -1.76
H -1.54 2.25 -2.44
H 0.68 1.12 -1.93
H -1.12 1.99 0.02
H 1.86 1.81 0.48
H 0.72 2.79 1.35
H 0.03 0.43 2.06
H -2.11 -0.22 2.18
H -1.96 -1.15 3.39
O -2.32 -0.29 3.14
H 2.32 -1.88 -2.20
H 1.62 -2.93 -1.38
O 2.43 -2.79 -1.89
H -0.81 -3.50 -0.38
H 0.20 -2.52 0.05
O -0.03 -3.46 0.17

=====

Relative energy table, unit hartree: run a 0.1335; run b 0.0152; run c 0.0000

=====

Run a
21
Properties=species:S:1:pos:R:3 method="wB97M-V/def2-TZVPD" homo_lumo_gap_ev=10.82 lumo_ev=0.91
C 2.47 -1.21 -0.86
O 1.15 -1.16 -0.45
C 0.88 0.12 -0.03
C -0.65 0.26 0.24
C -0.88 1.75 0.51
C -1.42 -0.18 -1.01
C -1.20 -0.54 1.45
H 2.57 -0.10 -1.43
H 2.58 -2.20 -1.35
H 3.16 -1.14 -0.01
H 1.59 0.79 -0.95
H 1.47 0.37 0.87
H -0.31 2.07 1.39
H -1.93 1.96 0.68
H -0.53 2.33 -0.35
H -1.31 -1.26 -1.19
H -1.05 0.34 -1.89
H -2.49 0.03 -0.91
H -1.09 -1.63 1.32
H -2.28 -0.35 1.57
H -0.72 -0.26 2.39

=====

Run b
21
Properties=species:S:1:pos:R:3 method="wB97M-V/def2-TZVPD" homo_lumo_gap_ev=11.31 smiles=CCCCCCO lumo_ev=1.01
C -3.44 0.08 0.46
C -2.14 -0.02 -0.33
C -0.86 0.16 0.48
C 0.38 -0.09 -0.39
C 1.69 -0.04 0.38
C 2.89 -0.33 -0.52
O 4.06 -0.27 0.28
H -4.27 -0.36 -0.10
H -3.71 1.12 0.68
H -3.37 -0.45 1.42
H -2.10 -1.01 -0.81
H -2.16 0.70 -1.16
H -0.82 1.17 0.91
H -0.86 -0.54 1.33
H 0.40 0.65 -1.21
H 0.27 -1.07 -0.87
H 1.83 0.94 0.84
H 1.69 -0.78 1.19
H 2.77 -1.32 -0.98
H 2.92 0.42 -1.33
H 4.81 -0.45 -0.30

=====

Relative energy table, unit hartree: run a 0.0673; run b 0.0000

=====

Run a
21
Properties=species:S:1:pos:R:3 method="wB97M-V/def2-TZVPD" homo_lumo_gap_ev=11.32 smiles=CCCCCCO lumo_ev=1.02
C -3.37 0.09 0.56
C -2.20 0.05 -0.41
C -0.87 0.28 0.31
C 0.37 -0.09 -0.50
C 1.65 0.12 0.32
C 2.91 -0.29 -0.42
O 4.01 -0.06 0.43
H -4.33 -0.08 0.06
H -3.43 1.05 1.08
H -3.26 -0.69 1.33
H -2.18 -0.92 -0.93
H -2.34 0.81 -1.20
H -0.80 1.34 0.62
H -0.87 -0.31 1.23
H 0.42 0.51 -1.42
H 0.30 -1.14 -0.81
H 1.75 1.17 0.61
H 1.60 -0.46 1.25
H 2.84 -1.36 -0.70
H 3.00 0.29 -1.36
H 4.81 -0.32 -0.04

=====

Run b
21
Properties=species:S:1:pos:R:3 method="wB97M-V/def2-TZVPD" homo_lumo_gap_ev=7.76 lumo_ev=1.02
C -0.52 -2.56 -0.99
C 0.92 -2.10 0.48
C 1.43 -0.78 0.39
C 0.75 0.38 1.04
C 0.02 1.29 0.05
O -0.58 2.35 0.75
C -1.29 3.20 -0.10
H -0.51 -3.65 -0.90
H -0.30 -2.27 -2.02
H -1.49 -2.17 -0.66
H 0.19 -2.34 1.25
H 1.55 -2.94 0.19
H 2.35 -0.64 -0.17
H 0.48 -1.46 -0.52
H 1.48 0.98 1.59
H 0.02 0.03 1.78
H 0.73 1.67 -0.70
H -0.75 0.71 -0.50
H -0.64 3.66 -0.86
H -1.74 3.99 0.52
H -2.10 2.66 -0.62

=====

Relative energy table, unit hartree: run a 0.0000; run b 0.2035